Record 1
Formula: C3H4N2OS
Source: OMol25
Level of theory: ωB97M-V/def2-TZVPD

## Properties
Frontier orbital gap in eV: 8.361
SMILES: [H]/N=C/N(C=O)C=S
Electronic energy in eV: -19036.2398
Energy relative to the best compared isomer or geometry (same formula, charge and spin) in eV: 2.809

Element x y z (Å)
1 C 0.00282 1.15220 0.22715
2 C 1.01923 -1.01120 0.04528
3 C -1.36366 -0.98046 -0.13112
4 H 1.19517 2.69755 -0.11662
5 H -0.87571 1.70594 0.66581
6 H 1.98276 -0.38586 0.25361
7 H -1.20973 -2.13107 -0.40026
8 N 1.20982 1.61634 -0.41105
9 N -0.17117 -0.24431 0.06149
10 O 1.03518 -2.27275 -0.09410
11 S -2.82470 -0.14638 -0.10018

---

Record 2
Formula: C3H4N2OS
Source: OMol25
Level of theory: ωB97M-V/def2-TZVPD

## Properties
Frontier orbital gap in eV: 8.536
SMILES: O=C/N=C/NC=S
Electronic energy in eV: -19035.2493
Energy relative to the best compared isomer or geometry (same formula, charge and spin) in eV: 3.799

Element x y z (Å)
1 C 2.08601 0.31531 0.01564
2 C -0.37711 0.29521 0.24362
3 C -2.04184 -1.14625 -0.04050
4 H 2.93452 1.03485 -0.52855
5 H 0.89670 2.04791 0.00440
6 H -1.00961 1.13293 -0.28469
7 H -2.41054 -2.27785 -0.16010
8 N 0.80273 0.94760 0.27662
9 N -0.57872 -0.99677 0.58931
10 O -2.83907 -0.19840 -0.12508
11 S 2.53693 -1.15454 0.00932

---

Record 3
Formula: C3H4N2OS
Source: OMol25
Level of theory: ωB97M-V/def2-TZVPD

## Properties
Frontier orbital gap in eV: 8.851
SMILES: Oc1cncn1S
Electronic energy in eV: -19037.8772
Energy relative to the best compared isomer or geometry (same formula, charge and spin) in eV: 1.171

Element x y z (Å)
1 C 0.59877 0.79777 -0.01217
2 C 1.86778 0.31145 0.00236
3 C 0.61085 -1.42758 0.00113
4 H -0.76772 2.06428 -0.35203
5 H 2.79747 0.88018 -0.00861
6 H 0.21137 -2.43369 -0.03629
7 H -2.17628 -0.17462 1.23866
8 N 1.85892 -1.06314 0.00994
9 N -0.23140 -0.33363 0.00456
10 O 0.11035 2.04365 0.03884
11 S -1.92529 -0.31236 -0.07512

---

Record 4
Formula: C3H4N2OS
Source: OMol25
Level of theory: ωB97M-V/def2-TZVPD

## Properties
Frontier orbital gap in eV: 9.371
SMILES: S/N=C1\C=NOC1
Electronic energy in eV: -19035.5749
Energy relative to the best compared isomer or geometry (same formula, charge and spin) in eV: 3.474

Element x y z (Å)
1 C 0.12241 -0.13741 -0.15667
2 C -1.12590 -0.91203 0.08381
3 C -0.42713 1.27858 -0.07939
4 H 3.51496 -0.59375 -0.02106
5 H -1.13055 -1.55227 0.97589
6 H -1.23343 -1.47925 -0.82381
7 H 0.15106 2.18035 -0.12769
8 N 1.29699 -0.57010 -0.10678
9 N -1.63885 1.27689 0.06058
10 O -2.20388 0.05483 0.09493
11 S 2.67434 0.45415 0.10021

---

Record 5
Formula: C3H4N2OS2
Source: OMol25
Level of theory: ωB97M-V/def2-TZVPD

## Properties
Frontier orbital gap in eV: 8.340
SMILES: NN=C1SS1.C#CO
Electronic energy in eV: -29869.2065
Energy relative to the best compared isomer or geometry (same formula, charge and spin) in eV: 4.937

Element x y z (Å)
1 C -0.83713 1.14709 0.94728
2 C -1.57980 1.07426 0.01060
3 C 1.83369 -0.42393 0.20934
4 N 0.86378 -1.01013 0.69935
5 N -0.01270 -1.77719 0.00981
6 O -2.36649 0.85727 -1.01122
7 S 2.65653 -0.00393 -1.30134
8 S 3.18099 0.54021 0.65997
9 H -0.24643 1.27257 1.80189
10 H -0.91176 -1.76827 0.47412
11 H -0.07981 -1.57780 -0.98848
12 H -2.50086 1.66985 -1.51131

---

Record 6
Formula: C3H4N2S
Source: OMol25
Level of theory: ωB97M-V/def2-TZVPD

## Properties
Frontier orbital gap in eV: 10.211
SMILES: Sc1cn[nH]c1
Electronic energy in eV: -16990.4053
Energy relative to the best compared isomer or geometry (same formula, charge and spin) in eV: 1.086

Element x y z (Å)
1 C 0.39777 0.21401 0.42917
2 C 0.43074 -1.17829 0.17429
3 C -0.36167 0.76629 -0.55636
4 H 0.43735 1.39686 2.45453
5 H 0.90455 -1.97074 0.72567
6 H -1.63100 -0.35931 -1.85646
7 H -0.52877 1.78832 -0.73566
8 N -0.27076 -1.46910 -0.93588
9 N -0.80320 -0.28536 -1.30309
10 S 1.42498 1.09733 1.60379

---

Record 7
Formula: C3H4N2S
Source: OMol25
Level of theory: ωB97M-V/def2-TZVPD

## Properties
Frontier orbital gap in eV: 8.281
SMILES: Nc1c(N)c1=S
Electronic energy in eV: -16987.6984
Energy relative to the best compared isomer or geometry (same formula, charge and spin) in eV: 3.793

Element x y z (Å)
1 C 0.04898 0.79126 0.13912
2 C -0.18036 -0.54762 0.10095
3 C -1.49521 -0.12240 0.07173
4 N 0.99824 1.73072 0.12838
5 N 0.39229 -1.84593 0.15906
6 S -3.06791 0.22316 -0.01156
7 H 1.99974 1.82139 0.25926
8 H 0.52400 2.56693 -0.16359
9 H 1.07872 -2.07717 -0.50523
10 H -0.29848 -2.54034 -0.17812

---

Record 8
Formula: C3H4N2S
Source: OMol25
Level of theory: ωB97M-V/def2-TZVPD

## Properties
Frontier orbital gap (spin up / spin down) in eV: 6.638 / 6.208
Multiplicity: 3
Electronic energy in eV: -16985.5200
Energy relative to the best compared isomer or geometry (same formula, charge and spin) in eV: 2.199

Element x y z (Å)
1 C 0.45086 2.30555 0.08035
2 C -0.16877 0.99958 0.06425
3 C 0.23777 -1.65299 -0.23635
4 N 0.83706 3.39866 0.02224
5 N -1.31142 0.73989 0.52080
6 S 1.04103 -0.05025 -0.73288
7 H 1.09270 -2.38111 -0.47861
8 H -0.62011 -1.73929 -0.72369
9 H 0.16144 -1.46249 0.92625
10 H -1.72055 -0.15756 0.55765

---

Record 9
Formula: C3H4N2S
Source: OMol25
Level of theory: ωB97M-V/def2-TZVPD

## Properties
Frontier orbital gap (spin up / spin down) in eV: 9.372 / 7.713
Multiplicity: 3
Electronic energy in eV: -16986.5318
Energy relative to the best compared isomer or geometry (same formula, charge and spin) in eV: 1.187

Element x y z (Å)
1 C -0.37529 0.31925 -0.04388
2 C 2.09673 -0.46874 0.14877
3 C 0.92510 -0.18849 -0.22334
4 N -0.45944 1.57071 0.14769
5 N -1.53980 -0.52789 -0.18320
6 S -3.23868 -0.27844 -0.02151
7 H 2.41269 -0.22607 1.07925
8 H 2.85711 -0.71485 -0.45379
9 H -1.32184 -1.33055 -0.73986
10 H -1.35659 1.84506 0.28986

---

Record 10
Formula: C3H4N2S3
Source: OMol25
Level of theory: ωB97M-V/def2-TZVPD

## Properties
Frontier orbital gap (spin up / spin down) in eV: 7.683 / 7.681
Electronic energy in eV: -38658.3461
Energy relative to the best compared isomer or geometry (same formula, charge and spin) in eV: 2.878

Element x y z (Å)
1 C 0.02806 -0.42618 -0.96693
2 C -2.07588 0.47232 -0.18081
3 C 1.82537 0.49097 0.76932
4 N -0.19515 -1.56137 -1.33298
5 N -1.62234 0.84815 0.90076
6 S -2.81142 0.28251 -1.48874
7 S -1.15083 -2.70767 -1.63981
8 S 1.24177 0.76751 -0.90318
9 H 2.76457 0.90512 1.03101
10 H 1.72636 -0.55310 0.92173
11 H 1.13765 1.09617 1.46361
12 H -0.86817 0.38556 1.42601

---

Record 11
Formula: C3H4N2S3
Source: OMol25
Level of theory: ωB97M-V/def2-TZVPD

## Properties
Frontier orbital gap in eV: 8.366
Electronic energy in eV: -38657.7287
Energy relative to the best compared isomer or geometry (same formula, charge and spin) in eV: 3.495

Element x y z (Å)
1 C -0.27434 0.04204 0.81898
2 C 0.10885 1.49402 0.46825
3 C 0.04581 -0.25377 -1.51284
4 H 0.84344 -2.55853 -1.46476
5 H -0.96731 0.44924 2.45434
6 H 1.25537 1.54364 0.94317
7 H -0.41925 2.38102 1.08528
8 N -0.01670 -0.81326 -0.31157
9 N -0.41257 -0.46032 2.03292
10 S -0.58722 -2.40792 -0.25672
11 S 0.07429 1.67692 -1.34348
12 S 0.34963 -1.09308 -2.91356

---

Record 12
Formula: C3H4N2S3
Source: OMol25
Level of theory: ωB97M-V/def2-TZVPD

## Properties
Frontier orbital gap (spin up / spin down) in eV: 7.627 / 7.627
Electronic energy in eV: -38657.3403
Energy relative to the best compared isomer or geometry (same formula, charge and spin) in eV: 3.883

Element x y z (Å)
1 C 0.63727 0.90506 1.52435
2 C -0.46116 0.32275 -1.18588
3 C 0.80546 -0.15884 -0.65683
4 N 0.65427 -0.17790 2.08329
5 N 0.62355 -1.38976 -0.13643
6 S -0.46640 1.53027 -2.26785
7 S 0.97981 -1.62294 1.70343
8 S -2.00762 -0.26828 -0.44589
9 H 0.54525 1.96187 1.90540
10 H 1.70612 0.22003 -1.05297
11 H -0.35036 -1.76012 -0.23037
12 H -2.66620 0.43785 -1.24024